1.
Here is one molecule with the formula C5H6F2 in a non-equilibrium geometry from the OMol25 dataset. Energies are from ωB97M-V/def2-TZVPD.

Geometry (Å):
C  -0.07696  0.72453  -0.38559
C  0.76443  -0.32729  -0.21284
C  -1.57989  0.92443  -0.62554
C  -2.38427  0.23161  0.26946
C  2.31651  -0.35031  0.07117
F  0.31494  -1.59847  -0.18475
F  2.79818  0.92404  0.21090
H  0.28424  1.65628  -0.34682
H  -2.60035  -0.49722  -0.59891
H  -3.46601  0.51202  0.41877
H  -1.85972  -0.27519  1.03138
H  2.91247  -0.98205  -0.76008
H  2.57644  -0.94238  1.11285

Output
- Gap between HOMO and LUMO: 8.31 eV
- Relative energy (zero: lowest compared OMol25 entry of this formula, charge and spin): 408.9 kJ/mol

For reference, the natural (NBO) charges in units of e are: C -0.41; C 0.36; C 0.09; C -0.75; C 0.00; F -0.34; F -0.35; H 0.24; H 0.33; H 0.25; H 0.21; H 0.19; H 0.18

---

2.
Here is C41H43FINNiOP2Si as an isolated structure from the OMol25 dataset. Energies are from ωB97M-V/def2-TZVPD.

Geometry (Å):
Ni  0.00553  -0.92039  -1.15365
C  1.48202  2.70896  0.64679
C  2.42838  1.53315  0.35110
P  1.76112  -0.16231  0.62817
C  3.15319  -1.21190  0.07134
C  4.27226  -0.76424  -0.62263
C  5.26027  -1.65826  -1.02137
C  5.15163  -3.00426  -0.71129
C  4.04292  -3.46014  -0.00846
C  3.04973  -2.57386  0.36722
C  1.96618  -0.27848  2.44978
C  3.17933  -0.68122  3.01542
C  3.35759  -0.66460  4.39073
C  2.33075  -0.24360  5.22249
C  1.12062  0.14897  4.67283
C  0.93681  0.12716  3.29760
C  0.08575  2.67425  0.00163
P  -1.23624  1.88427  1.03924
C  -1.78974  3.31636  2.04688
C  -3.03488  3.92767  1.90501
C  -3.40989  4.97755  2.73316
C  -2.54917  5.43815  3.71710
C  -1.31466  4.82589  3.88406
C  -0.94738  3.76846  3.06694
C  -2.56807  1.70586  -0.18232
C  -2.84349  2.65337  -1.17112
C  -3.88826  2.45871  -2.05706
C  -4.67281  1.31446  -1.96248
C  -4.40677  0.37036  -0.98517
C  -3.35450  0.56274  -0.10035
H  1.99633  3.61474  0.31519
H  1.39034  2.81366  1.72993
H  3.31257  1.63770  0.98675
H  2.77196  1.58009  -0.67849
H  4.39070  0.28438  -0.86509
H  6.12209  -1.29413  -1.56741
H  5.92629  -3.69703  -1.01428
H  3.94538  -4.51110  0.23316
H  2.17627  -2.93927  0.89835
H  3.98943  -1.01589  2.38405
H  4.30226  -0.98542  4.81150
H  2.47217  -0.22993  6.29581
H  0.30615  0.46229  5.31391
H  -0.02001  0.40749  2.87658
H  0.09246  2.09910  -0.92612
H  -0.21391  3.69239  -0.25486
H  -3.72174  3.58221  1.14448
H  -4.38217  5.43671  2.60435
H  -2.84224  6.25894  4.35921
H  -0.64140  5.16108  4.66322
H  0.00171  3.27573  3.24655
H  -2.23756  3.54900  -1.24920
H  -4.08598  3.18873  -2.83254
H  -5.48122  1.15656  -2.66546
H  -5.00101  -0.53268  -0.92336
H  -3.11141  -0.19866  0.63144
F  -4.18558  -0.83856  -5.52720
C  -3.25810  -0.83401  -4.53543
C  -3.21183  -1.89702  -3.65619
C  -2.26333  -1.87641  -2.64403
C  -1.35108  -0.82358  -2.49507
C  -1.45287  0.22593  -3.40825
C  -2.40053  0.23476  -4.43105
H  -3.91279  -2.71538  -3.76678
H  -2.22858  -2.69732  -1.94085
H  -0.79399  1.08496  -3.33890
H  -2.47748  1.05608  -5.13268
I  1.28626  -3.12994  -2.68180
C  1.96369  -1.23934  -3.15956
C  2.99564  -1.07262  -4.07130
C  3.42376  0.20922  -4.35400
C  2.79959  1.27801  -3.73095
C  1.77856  1.01769  -2.84073
N  1.36142  -0.21680  -2.53631
H  3.44511  -1.93712  -4.53735
H  4.22984  0.37351  -5.05740
H  3.08968  2.29893  -3.93468
H  1.25327  1.82629  -2.35537
C  -0.49043  -4.81941  0.17782
Si  -1.24392  -3.24036  0.89987
C  -0.56405  -3.06874  2.65224
C  -3.10155  -3.52309  1.02612
O  -0.95601  -1.95385  -0.00753
H  -0.49370  -5.61898  0.92463
H  0.54835  -4.66982  -0.13120
H  -1.05370  -5.17798  -0.68874
H  -1.33433  -3.29653  3.39427
H  -0.22465  -2.05072  2.83895
H  0.27840  -3.73926  2.84627
H  -3.33432  -4.52434  1.40061
H  -3.57807  -3.41051  0.04855
H  -3.56834  -2.80347  1.70476

Output
- Gap between HOMO and LUMO (alpha / beta): 7.64 / 7.62 eV
- Relative energy (zero: lowest compared OMol25 entry of this formula, charge and spin): 19.1 kJ/mol

For reference, the Löwdin charges in units of e are: Ni 0.23; C -0.28; C -0.34; P 1.09; C -0.40; C -0.10; C -0.08; C -0.08; C -0.09; C -0.15; C -0.34; C -0.08; C -0.08; C -0.08; C -0.08; C -0.14; C -0.36; P 1.08; C -0.35; C -0.08; C -0.08; C -0.10; C -0.09; C -0.11; C -0.41; C -0.11; C -0.09; C -0.08; C -0.07; C -0.10; H 0.11; H 0.08; H 0.10; H 0.04; H 0.09; H 0.10; H 0.10; H 0.11; H 0.10; H 0.10; H 0.10; H 0.10; H 0.11; H 0.04; H 0.04; H 0.08; H 0.10; H 0.10; H 0.10; H 0.10; H 0.08; H 0.10; H 0.10; H 0.11; H 0.11; H 0.09; F 0.03; C -0.30; C -0.02; C -0.12; C -0.21; C -0.11; C -0.03; H 0.12; H 0.08; H 0.08; H 0.12; I 1.18; C -0.71; C -0.12; C -0.05; C -0.04; C -0.14; N -0.04; H 0.10; H 0.12; H 0.11; H 0.10; C -0.19; Si 0.23; C -0.15; C -0.17; O -0.43; H 0.03; H -0.03; H 0.02; H 0.03; H -0.01; H 0.03; H 0.03; H 0.02; H 0.02

---

3.
Here is C36H37ClN3O4S4SiYb as an isolated structure in a non-equilibrium geometry from the OMol25 dataset. Energies are from ωB97M-V/def2-TZVPD.

Geometry (Å):
Yb  -0.22421  -0.27047  0.99858
C  1.45701  -3.66982  0.87554
C  1.71025  -3.49251  -0.61617
S  2.34382  -0.41331  -0.74941
C  3.81812  0.49638  1.41895
C  3.00274  1.76032  1.65724
S  1.50083  1.64355  2.71787
C  2.06693  0.57456  4.10806
C  0.89126  0.04776  4.90872
S  -0.20373  -1.13858  4.05371
C  0.76817  -2.69780  4.02036
C  -0.01674  -3.71109  3.20558
S  -0.24855  -3.28456  1.43670
H  2.13805  -3.08119  1.48057
H  1.58636  -4.73159  1.09632
H  0.84184  -3.91339  -1.13311
H  2.55956  -4.14654  -0.83914
H  4.54362  0.70234  0.62932
H  4.37875  0.24892  2.32407
H  2.60807  2.15776  0.71936
H  3.65106  2.51223  2.11161
H  2.69832  1.18441  4.75661
H  2.64191  -0.24463  3.68063
H  0.21708  0.86632  5.16917
H  1.24911  -0.43620  5.81942
H  0.88488  -3.06872  5.03980
H  1.74129  -2.48445  3.58418
H  -1.02631  -3.79896  3.60801
H  0.46109  -4.69164  3.23862
Cl  5.89007  -2.76125  -2.40378
C  4.42546  -2.50187  -1.50452
C  4.62050  -2.56577  -0.06220
C  4.03982  -1.89987  0.93993
C  3.01885  -0.77983  1.02388
O  1.95716  -1.03805  1.74696
C  2.00434  -2.15647  -1.38831
C  0.77452  -1.79722  -2.15550
N  -0.32419  -1.73511  -1.48889
C  -1.56232  -1.56549  -2.08348
C  -1.79551  -1.74059  -3.43572
C  -3.07246  -1.59279  -3.97727
C  -4.14013  -1.28514  -3.18056
C  -3.96666  -1.15368  -1.78758
C  -5.03992  -0.88710  -0.91117
C  -4.81236  -0.87293  0.43759
C  -3.51119  -1.10220  0.90498
N  -2.46838  -1.27314  0.12046
C  -2.67637  -1.31721  -1.21924
C  3.27497  -2.33905  -2.16452
H  5.40768  -3.26451  0.20716
H  4.37266  -2.16745  1.93915
H  0.89353  -1.52116  -3.20373
H  -0.97609  -1.99988  -4.09020
H  -3.20441  -1.72310  -5.04030
H  -5.12513  -1.16042  -3.60285
H  -6.02639  -0.71171  -1.31441
H  -5.60091  -0.68871  1.14928
H  -3.32274  -1.12868  1.97102
H  3.25270  -2.28349  -3.24242
C  1.02353  6.09350  -0.27256
C  0.82733  5.45225  -1.48271
C  0.18797  4.22701  -1.52103
C  -0.27369  3.61832  -0.35945
C  -0.06163  4.27535  0.85023
C  0.57980  5.49879  0.89711
Si  -1.21212  1.93900  -0.36682
C  -1.89337  1.88637  -2.17043
C  -3.14748  2.39461  -2.49056
C  -3.61672  2.40087  -3.79054
C  -2.82983  1.89257  -4.80954
C  -1.57533  1.38764  -4.51581
C  -1.11940  1.38664  -3.21054
H  1.51327  7.05565  -0.24350
H  1.17267  5.90544  -2.40140
H  0.02805  3.73853  -2.47141
H  -0.41836  3.82352  1.76574
H  0.73701  5.99008  1.84612
H  -2.49149  2.39204  0.30015
H  -3.75959  2.81213  -1.70394
H  -4.58954  2.81563  -4.01893
H  -3.18511  1.90478  -5.82974
H  -0.95096  1.00069  -5.30964
H  -0.12942  1.00575  -2.99027
O  -1.69465  2.03955  3.97767
N  -2.31155  1.32483  3.21952
O  -3.51776  1.25329  3.17903
O  -1.63933  0.57993  2.41834

Output
- Gap between HOMO and LUMO (alpha / beta): 6.35 / 6.33 eV
- Relative energy (zero: lowest compared OMol25 entry of this formula, charge and spin): 0.0 kJ/mol
- Multiplicity: 2
- <S²>: 0.7508

For reference, the Löwdin charges in units of e are: Yb 1.34; C -0.43; C -0.17; S 1.00; C -0.22; C -0.42; S 0.87; C -0.48; C -0.49; S 0.89; C -0.49; C -0.51; S 0.85; H 0.04; H 0.09; H 0.11; H 0.12; H 0.12; H 0.12; H 0.06; H 0.08; H 0.09; H 0.05; H 0.06; H 0.08; H 0.08; H 0.06; H 0.07; H 0.08; Cl 0.68; C -0.69; C -0.12; C -0.05; C -0.80; O -0.43; C -0.56; C -0.18; N 0.07; C -0.22; C -0.02; C -0.07; C -0.02; C -0.14; C 0.01; C -0.02; C -0.12; N 0.01; C -0.17; C -0.17; H 0.10; H 0.13; H 0.14; H 0.11; H 0.11; H 0.12; H 0.12; H 0.11; H 0.10; H 0.12; C -0.11; C -0.10; C -0.11; C -0.35; C -0.15; C -0.10; Si 0.63; C -0.36; C -0.11; C -0.09; C -0.11; C -0.11; C -0.15; H 0.09; H 0.10; H 0.09; H 0.08; H 0.10; H -0.02; H 0.09; H 0.10; H 0.10; H 0.10; H 0.09; O 0.03; N -0.56; O 0.05; O -0.42

---

4.
Here is C13H18N2O5 as an isolated structure in a non-equilibrium geometry from the OMol25 dataset. Energies are from ωB97M-V/def2-TZVPD.

Geometry (Å):
C  -0.29245  -0.10750  -0.04052
C  -0.88198  -0.17472  1.37735
C  -1.13422  0.94093  -0.76158
C  -0.87034  1.51851  -2.11819
C  0.46370  1.90963  -2.49524
C  -1.93385  1.66271  -2.98251
C  0.67014  2.62495  -3.67274
C  -1.69264  2.43764  -4.19477
C  -0.44766  2.86575  -4.61981
C  0.85307  -1.86885  2.22612
C  0.67472  -3.34275  1.90154
C  1.67980  -1.65362  3.50989
C  2.13619  -0.24966  3.78412
H  -1.65950  -1.63814  -0.57690
H  -0.13855  -1.68013  -1.38126
H  0.85205  0.01050  -0.05187
H  -1.19125  1.77755  -0.13250
H  -2.09192  0.38229  -0.83674
H  1.27596  1.90982  -1.76811
H  -2.89601  1.27070  -2.76620
H  1.68138  3.07742  -3.89836
H  -2.66565  2.68290  -4.78102
H  -1.15635  4.08976  -5.66521
H  -0.92046  -1.26072  3.15480
H  1.35112  -1.52022  1.40347
H  2.63972  -2.27468  3.46258
H  0.57120  -2.90640  4.64365
H  3.01101  -0.34426  4.35426
H  2.29743  0.20809  2.78640
H  1.27313  0.21160  4.27813
H  -0.18115  -2.39557  0.33564
N  -0.60254  -1.53198  -0.45188
N  -0.43389  -1.16098  2.20743
O  -1.79996  0.55757  1.81187
O  -0.26335  3.64062  -5.80938
O  1.01064  -4.22683  2.61895
O  0.69297  -1.94930  4.48532
O  0.11948  -3.49262  0.66329

Output
- Gap between HOMO and LUMO: 9.49 eV
- Relative energy (zero: lowest compared OMol25 entry of this formula, charge and spin): 329.7 kJ/mol

For reference, the natural (NBO) charges in units of e are: C -0.14; C 0.65; C -0.42; C -0.02; C -0.23; C -0.21; C -0.21; C -0.27; C 0.25; C -0.19; C 0.78; C 0.11; C -0.62; H 0.41; H 0.41; H 0.23; H 0.25; H 0.21; H 0.22; H 0.22; H 0.23; H 0.21; H 0.48; H 0.44; H 0.19; H 0.19; H 0.50; H 0.22; H 0.20; H 0.23; H 0.46; N -0.77; N -0.62; O -0.61; O -0.66; O -0.61; O -0.75; O -0.76

---

| no. | electronic energy (a.u.) |
| --- | --- |
| 1 | -393.64604 |
| 2 | -4596.26566 |
| 3 | -5360.29593 |
| 4 | -991.82041 |